{
  "formula": "CH6FN4",
  "method": "ωB97M-V with the def2-TZVPD basis set",
  "symbols": ["C", "N", "N", "N", "N", "F", "H", "H", "H", "H", "H", "H"],
  "xyz": [[-0.875, -0.571, -0.415], [-0.691, 0.617, -0.637], [-0.541, -1.871, -0.277], [-1.797, 0.308, 0.358], [2.273, 1.500, -0.196], [1.628, 0.545, 0.699], [-0.141, -2.320, -1.071], [-1.277, -2.415, 0.140], [-1.478, 0.615, 1.329], [-2.735, 0.239, 0.073], [2.466, 2.297, 0.403], [3.168, 1.055, -0.405]],
  "de_lowest_kcal_mol": 52.9,
  "max_force_ev_per_a": 3.71,
  "homo_lumo_gap_ev": 10.30,
  "lumo_ev": -3.7,
  "total_charge": 1,
  "multiplicity": 1
}

---

{
  "formula": "CH6FN4OP3",
  "method": "ωB97M-V with the def2-TZVPD basis set",
  "symbols": ["C", "N", "N", "N", "N", "O", "F", "P", "P", "P", "H", "H", "H", "H", "H", "H"],
  "xyz": [[-2.065, 1.256, 1.220], [0.194, -0.133, -1.535], [1.365, -1.003, 0.607], [0.074, 0.049, 3.073], [1.842, -2.048, -1.683], [-1.118, 0.559, 0.422], [0.557, 2.101, -0.403], [-0.673, 1.193, -1.047], [1.819, -0.532, -0.947], [0.617, -0.251, 1.736], [-1.663, 2.216, 1.548], [-2.252, 0.629, 2.090], [-2.986, 1.412, 0.658], [0.104, -0.326, -2.523], [1.447, -2.807, -1.142], [2.736, -2.315, -2.072]],
  "de_lowest_kcal_mol": 27.3,
  "max_force_ev_per_a": 1.70,
  "homo_lumo_gap_ev": 8.58,
  "lumo_ev": -0.4,
  "total_charge": 0,
  "multiplicity": 1
}

---

{
  "formula": "CH6N2O",
  "method": "ωB97M-V with the def2-TZVPD basis set",
  "symbols": ["N", "N", "C", "O", "H", "H", "H", "H", "H", "H"],
  "xyz": [[-1.307, -0.700, -0.048], [-0.488, 0.215, 0.567], [0.802, 0.476, -0.129], [1.783, -0.370, 0.389], [-1.563, -1.432, 0.675], [-2.036, -0.372, -0.770], [-1.059, 1.334, 0.695], [0.682, 0.399, -1.286], [1.153, 1.501, 0.140], [2.033, -1.051, -0.234]],
  "de_lowest_kcal_mol": 70.7,
  "max_force_ev_per_a": 5.70,
  "homo_lumo_gap_ev": 10.01,
  "lumo_ev": 1.0,
  "smiles": "NNCO",
  "total_charge": 0,
  "multiplicity": 1
}